[1]
{"formula": "C4H10NO3", "method": "ωB97M-V/def2-TZVPD", "max_force_ha_per_bohr": 0.04292, "total_energy_ev": -11944.7271, "lumo_ev": 3.84, "homo_ev": -4.384, "gap_ev": 8.23, "charge": -1, "elements": ["O", "O", "O", "N", "C", "C", "C", "C", "H", "H", "H", "H", "H", "H", "H", "H", "H", "H"], "xyz": [[2.011, 2.313, 0.167], [2.206, 1.009, 2.005], [-2.313, 0.338, -1.876], [0.239, 0.705, -1.025], [0.477, 0.555, 0.425], [1.712, 1.349, 0.917], [0.507, -0.939, 0.850], [-0.791, -1.671, 0.548], [-0.518, -2.729, 0.659], [-0.492, 0.912, 0.812], [-2.661, 1.210, -2.105], [-1.108, -1.590, -0.492], [-1.361, 0.588, -1.722], [0.744, 0.000, -1.555], [0.739, 1.601, -1.161], [1.432, -1.382, 0.451], [0.767, -0.955, 1.911], [-1.591, -1.314, 1.192]], "forces_ev_per_angstrom": [[0.3, -0.1, 0.0], [0.2, -0.1, 0.0], [-0.1, 0.7, -0.4], [0.7, 0.7, -0.3], [-1.2, -1.9, 0.1], [-0.6, 0.7, 0.0], [0.7, 1.5, 0.1], [1.2, -0.7, -0.5], [-0.8, -0.1, 0.5], [0.6, 0.5, 0.7], [-0.3, -0.3, 0.0], [0.0, 0.4, 0.0], [0.2, -0.5, 0.6], [0.3, 0.0, 0.1], [-0.1, -0.3, -0.4], [-0.4, -0.2, -0.6], [-0.5, 0.1, 0.1], [-0.1, -0.3, 0.1]]}

[2]
{"formula": "C37H49BeBrN2P2S", "method": "ωB97M-V/def2-TZVPD", "max_force_ha_per_bohr": 0.07985, "total_energy_ev": -141982.3474, "lumo_ev": -6.53, "homo_ev": -12.424, "gap_ev": 5.89, "charge": 2, "elements": ["Br", "S", "P", "P", "N", "N", "C", "C", "C", "C", "C", "C", "C", "C", "C", "C", "C", "C", "C", "C", "C", "C", "C", "C", "C", "C", "C", "C", "C", "C", "C", "C", "C", "C", "C", "C", "C", "C", "C", "C", "C", "C", "C", "Be", "H", "H", "H", "H", "H", "H", "H", "H", "H", "H", "H", "H", "H", "H", "H", "H", "H", "H", "H", "H", "H", "H", "H", "H", "H", "H", "H", "H", "H", "H", "H", "H", "H", "H", "H", "H", "H", "H", "H", "H", "H", "H", "H", "H", "H", "H", "H", "H", "H"], "xyz": [[3.154, -4.736, 1.353], [2.305, 1.633, -0.052], [-1.257, 1.137, -0.619], [-0.269, -2.060, -1.788], [-5.889, 1.596, 3.803], [2.372, 0.099, -0.680], [-1.191, -0.662, 2.498], [3.921, -0.140, 3.184], [-3.490, 1.743, 3.814], [-0.014, -1.458, 2.560], [6.084, 2.858, -2.221], [3.746, 2.363, -0.795], [-2.174, 0.046, 2.521], [1.168, -4.276, -2.977], [2.108, 1.928, 2.620], [2.853, 1.315, 1.602], [1.179, -3.463, 3.241], [-3.426, 0.601, 2.998], [-4.607, -0.092, 2.695], [-2.016, 2.663, -2.974], [-1.910, -4.433, -1.587], [-4.765, 2.214, 4.170], [3.856, 0.391, 1.899], [-3.025, 0.598, -0.745], [-1.398, -2.469, -4.429], [-0.869, 1.998, -2.220], [-1.701, 3.895, 0.179], [4.845, 2.880, -2.884], [-5.827, 0.469, 3.094], [3.661, 2.689, -2.163], [1.184, -2.788, -2.658], [1.897, -2.259, 1.231], [2.258, 1.475, 3.923], [-4.127, 1.608, -0.437], [-1.057, -3.417, -0.825], [-1.268, 2.501, 0.624], [6.121, 2.748, -0.828], [-1.506, -1.702, -3.112], [4.942, 2.552, -0.104], [1.950, -3.343, 2.094], [0.973, -1.224, 1.577], [0.177, -2.507, 3.481], [3.119, 0.408, 4.199], [1.944, -1.266, -0.110], [-1.882, 2.150, 1.465], [-2.442, 3.515, -2.429], [2.084, -2.559, -2.048], [-0.403, -2.384, -4.880], [-1.622, 3.048, -3.925], [0.389, -4.544, -3.701], [-5.097, 1.098, -0.517], [-1.054, 4.296, -0.612], [2.217, 0.052, -1.692], [-1.331, -5.000, -2.323], [-1.420, -0.617, -3.307], [-1.678, -2.896, -0.071], [-2.826, 1.961, -3.209], [3.191, 0.005, 5.214], [2.592, -2.434, 0.285], [4.965, 2.488, 0.980], [2.129, -4.530, -3.440], [-3.176, 0.169, -1.748], [-0.413, 1.222, -2.856], [-4.057, 1.998, 0.588], [-0.516, -2.617, 4.320], [1.701, 1.958, 4.731], [-1.626, 4.560, 1.050], [-3.092, -0.235, -0.025], [-4.847, 3.124, 4.778], [-2.506, -1.853, -2.671], [-0.080, 2.736, -2.002], [1.320, -4.297, 3.931], [-2.577, 2.207, 4.189], [4.555, 0.077, 1.124], [-0.266, -3.923, -0.248], [4.798, 3.022, -3.967], [-2.314, -5.158, -0.869], [1.309, -2.202, -3.584], [-2.762, -3.961, -2.087], [1.068, -4.887, -2.072], [7.072, 2.793, -0.303], [-2.125, -2.037, -5.133], [1.415, 2.725, 2.363], [-1.656, -3.531, -4.317], [-2.742, 3.920, -0.165], [-6.753, -0.043, 2.816], [7.009, 2.936, -2.799], [-4.541, -1.056, 2.190], [-4.143, 2.456, -1.135], [-0.229, 2.545, 0.999], [1.057, -0.183, 1.201], [2.679, 2.750, -2.638], [4.596, -0.980, 3.399]], "forces_ev_per_angstrom": [[-1.0, 0.8, 1.0], [0.9, 0.3, -0.4], [0.4, -0.1, 0.2], [0.6, -0.1, 0.7], [-0.2, 0.2, -0.1], [0.5, -0.3, -0.7], [-0.1, 0.9, 0.5], [0.1, 0.2, 0.2], [-0.3, -0.2, -0.3], [0.6, -0.3, -0.5], [-0.4, -0.1, -0.1], [0.5, 0.9, -0.6], [0.1, -0.9, 1.4], [0.5, -0.2, -0.3], [0.0, -0.4, -0.5], [-0.3, 0.4, 0.7], [0.0, 0.4, 0.2], [-0.3, 0.0, -0.1], [0.0, 0.3, 0.0], [0.1, 0.4, -0.4], [-0.1, -0.3, 0.2], [0.6, -0.5, -0.1], [-0.1, -0.5, -0.2], [0.1, 0.0, 0.0], [-0.3, -0.1, -0.2], [-0.2, -0.2, 0.2], [-0.1, 0.3, 0.4], [-0.1, 0.1, 0.2], [0.8, -0.3, 0.0], [0.2, -0.5, 0.2], [-0.2, -0.3, -0.3], [-0.3, -0.9, 2.0], [0.2, 0.1, 0.4], [-0.4, 0.0, 0.0], [-0.1, 0.1, 0.2], [0.0, 0.1, -0.1], [-0.2, 0.2, -0.2], [-0.1, 0.6, 0.1], [0.2, -0.5, -0.1], [1.2, -1.6, -1.4], [0.6, 0.0, -0.6], [-0.1, -0.3, -0.7], [0.0, -0.2, -0.1], [-2.6, 2.6, -1.8], [0.2, 0.2, -0.2], [0.1, -0.3, -0.1], [0.0, -0.1, -0.2], [-0.2, 0.0, 0.0], [-0.3, 0.0, 0.1], [0.1, 0.1, 0.3], [0.2, 0.2, 0.0], [-0.2, -0.1, 0.2], [0.0, 0.8, 0.3], [-0.2, 0.2, 0.1], [-0.1, -0.4, 0.0], [0.2, -0.2, -0.3], [0.2, 0.1, 0.1], [-0.1, 0.2, -0.4], [-0.1, -0.5, 2.0], [0.1, -0.1, -0.2], [-0.2, -0.2, 0.1], [0.1, 0.1, 0.3], [0.0, 0.3, 0.1], [0.0, -0.1, -0.3], [0.3, 0.0, -0.3], [0.2, -0.2, -0.3], [0.0, 0.1, -0.3], [-0.1, 0.1, -0.3], [-0.1, -0.4, -0.2], [0.4, 0.1, 0.0], [-0.1, -0.2, 0.0], [0.0, 0.2, -0.4], [-0.3, 0.1, -0.3], [-0.3, -0.2, 0.1], [-0.1, 0.1, -0.1], [0.0, 0.1, 0.4], [0.0, 0.1, -0.2], [0.1, -0.1, 0.3], [0.2, -0.1, 0.1], [-0.1, 0.1, -0.2], [-0.2, 0.1, -0.1], [0.3, -0.2, 0.1], [0.0, -0.2, 0.2], [0.2, 0.3, 0.0], [0.3, 0.0, 0.1], [0.2, 0.4, 0.3], [-0.4, 0.1, 0.3], [-0.2, 0.4, -0.1], [0.1, -0.3, 0.2], [-0.4, 0.0, 0.0], [-0.9, -1.0, -0.1], [0.3, -0.2, -0.1], [-0.2, 0.6, -0.1]]}

[3]
{"formula": "C8H4", "method": "ωB97M-V/def2-TZVPD", "max_force_ha_per_bohr": 0.05761, "total_energy_ev": -8351.2494, "lumo_ev": [-2.21, -2.21], "homo_ev": [-9.012, -9.013], "gap_ev": [6.80, 6.80], "charge": 0, "elements": ["C", "C", "C", "C", "C", "C", "C", "C", "H", "H", "H", "H"], "xyz": [[1.078, -0.516, 0.915], [-1.012, -0.496, -0.722], [-0.832, 3.092, -1.867], [-0.716, -1.632, -0.077], [-0.780, 0.695, -0.952], [1.213, 0.753, 0.589], [0.393, -1.634, 0.788], [-0.820, 1.903, -1.398], [0.338, -2.493, 1.457], [-1.339, -2.478, 0.142], [1.971, 1.302, 0.078], [0.505, 1.504, 1.047]], "forces_ev_per_angstrom": [[0.6, 1.3, -0.5], [-0.8, -2.8, 0.3], [0.0, -0.9, 0.4], [-1.1, 1.3, -0.5], [-0.8, 0.5, -1.1], [-0.7, 0.0, 2.0], [1.1, -0.7, 1.8], [0.2, 2.6, -0.8], [0.9, 0.4, 0.1], [-0.7, -0.3, -1.0], [0.7, -0.4, -0.6], [0.6, -1.1, -0.1]]}